# 1
The following is a quantum chemistry calculation of a cluster of 7 separate species, C31H68ClFN2O10P in total, from the OMol25 dataset.

Values from the calculation:
calculated total energy: -81225.640 eV
charge: +1
frontier orbital gap: 9.016 eV
LUMO level: -2.132 eV
highest occupied orbital energy: -11.15 eV
energy relative to the best compared isomer or geometry (same formula, charge and spin): 4.5 kcal per mole

Geometry (Å):
H  -2.3170  -2.3923  1.8876
O  2.5324  -6.6677  0.2615
C  3.2125  -3.1405  -1.1871
N  -0.6245  1.0737  -0.1372
C  -1.8291  1.5228  0.4223
C  6.9863  -1.7117  1.5047
C  1.7977  -6.1348  1.3579
C  -1.4685  2.3000  3.8297
H  3.4891  -4.1915  -1.2684
H  -1.0165  4.1608  -5.8389
C  -0.8292  -1.1192  2.7305
H  -1.1134  2.3907  -5.6199
H  -0.8051  4.1877  -0.0604
C  -7.2658  2.5250  1.7253
O  1.7307  3.0867  -3.3508
H  -0.9971  2.1482  -1.8432
H  -0.1447  3.4616  -3.8014
C  4.9682  -3.0744  0.6537
H  -0.1320  -4.1845  7.1888
C  -8.6427  -1.6250  -0.8713
C  -2.9343  2.0223  3.5257
H  -2.5370  3.4106  -5.3202
H  -2.9630  2.2924  -2.4972
H  -1.5411  4.2378  -1.6423
C  -1.4468  -2.4950  2.5266
H  -0.3898  -3.3275  0.8571
H  -8.0605  3.1473  1.3093
H  1.6722  -0.8816  1.2384
C  -3.6880  2.3804  -1.6890
O  6.7388  0.0083  -0.1206
H  -0.9630  2.8038  3.0103
C  -1.1015  5.7362  -8.6638
H  4.9056  -1.1827  1.6776
O  -8.2767  -0.2748  -1.1597
H  4.2292  -3.7494  1.0828
H  7.5420  -1.9252  2.4167
H  -1.6579  -4.8644  5.5678
F  0.5025  -1.2177  3.0477
H  -4.2417  1.4600  -1.5470
O  -0.0417  0.0669  -2.9521
H  4.0921  -1.3626  -0.3720
H  8.2014  0.0748  1.3193
H  5.1846  -2.3311  -1.3577
O  -6.5137  1.8940  0.6917
H  6.5500  0.3564  1.9081
H  0.4673  2.6154  -1.0279
Cl  -3.8942  -0.5315  3.1992
H  -9.5073  -1.5933  -0.2148
C  1.1838  -0.6005  0.3171
H  1.8112  0.1681  -0.1366
C  -0.1254  1.7566  -1.3303
H  0.2339  5.8423  -7.2520
H  5.8055  -3.6956  0.3415
H  5.3949  -2.5299  2.6991
O  -0.7253  5.8877  -7.2948
H  -0.7811  4.7681  -9.0567
C  2.2919  2.3675  -2.5960
H  -1.3136  -0.6437  3.5761
C  5.5029  -2.0941  1.7085
H  2.1878  -3.0214  0.7223
O  -0.7277  -4.9517  5.3428
H  5.2024  1.3082  0.3204
C  1.1015  -1.7644  -0.7034
H  2.4456  -5.4360  1.8832
N  -0.9807  -0.1611  1.6185
H  -2.2008  5.2043  -0.3316
C  7.1593  -0.2363  1.2227
H  6.7709  2.0830  -0.0148
H  -7.7031  1.7863  2.4011
H  -8.9108  -2.1598  -1.7843
H  -7.1196  1.3351  0.1940
H  -0.3167  -2.9777  5.8911
H  1.4274  -1.4225  -1.6792
C  1.9548  -2.9985  -0.3401
O  1.9042  1.0342  -2.5040
H  -7.5184  -0.2982  -1.7499
H  3.6732  2.0314  -0.9840
H  -4.3654  3.1883  -1.9480
C  0.5577  0.8674  -2.3440
O  -1.1062  3.5058  -3.8592
H  7.4272  -2.2681  0.6826
H  -4.0285  1.3307  1.8297
H  4.2322  3.1726  -2.2501
C  -0.0034  -4.0014  6.1201
H  -7.8320  -2.1546  -0.3652
C  6.1140  1.2534  -0.2873
C  -0.1171  0.0735  0.5890
H  0.0673  -2.0726  -0.8409
H  -3.4726  1.7976  4.4408
H  1.3413  -3.8747  -0.5385
H  0.4469  -3.5716  2.4199
H  1.0484  -4.1106  5.8696
H  1.9652  -7.2868  -0.2054
C  -1.7606  4.2447  -0.5783
H  -0.9148  1.4179  4.1453
H  0.9138  -5.6018  1.0050
C  -3.2324  0.9486  2.4563
H  5.8433  1.3392  -1.3363
C  -1.4541  3.3591  -5.2452
H  3.0374  -2.7867  -2.2023
H  -0.9971  -4.4997  1.9816
H  -2.1852  5.7957  -8.7114
H  -3.3656  2.9471  3.1451
C  4.4105  -2.3837  -0.5967
H  -1.7818  -2.8734  3.4878
H  -6.5831  3.1579  2.2884
H  -0.6759  6.5317  -9.2786
H  -1.4251  2.9885  4.6714
H  2.9837  3.6415  -1.1159
C  -2.0534  0.7306  1.5330
P  -2.8897  2.8798  -0.1198
C  -0.5095  -3.5322  1.9153
C  3.3830  2.8044  -1.6857
H  1.4946  -6.9244  2.0497

Forces on atoms 1 to 3 (eV/Å):
-0.210 0.078 0.063
0.043 0.195 0.078
0.652 0.117 0.312


# 2
The following is a quantum chemistry calculation of a structure of composition C31H69O14PS6Si2, from the OMol25 dataset.

Values from the calculation:
calculated total energy: -151987.717 eV
charge: 0
frontier orbital gap: 8.010 eV
LUMO level: 0.351 eV
highest occupied orbital energy: -7.66 eV
energy relative to the best compared isomer or geometry (same formula, charge and spin): 0.0 kcal per mole

Geometry (Å):
H  -5.8802  2.2545  -4.0552
C  7.9073  3.3303  -0.3172
H  1.9110  1.0000  -4.5203
H  -4.6842  1.1575  3.2334
C  3.2465  2.4236  2.4261
H  -3.3031  3.6754  0.9808
O  6.6264  3.1581  2.0181
C  1.6883  1.2724  3.9271
H  0.9519  -0.5060  -8.1758
O  0.5756  -3.1822  -2.2551
H  -0.1253  -6.3985  -2.1179
S  -3.1343  -0.0213  -4.4412
H  -2.2965  -5.8528  -2.1297
H  9.7984  2.4803  0.2986
O  0.6968  -0.0561  1.8204
H  -0.4645  -0.8904  -2.7119
C  -4.8887  0.8831  2.1988
Si  0.0193  -1.7615  -1.6395
C  1.8429  -0.7814  -7.6155
C  -3.6178  4.2455  4.6780
H  -4.4210  1.3664  -2.2479
O  -1.5800  1.3068  4.9760
H  -3.6346  2.2223  -4.9182
C  -3.6464  0.3443  1.4946
H  -0.9929  -5.1683  1.3132
H  -3.5804  -3.5705  1.4702
C  -5.4529  1.2599  -4.1656
H  3.6655  -3.1987  -0.5775
H  2.5176  3.1533  2.0668
H  0.8125  1.8756  3.7020
C  -4.1946  1.2998  -5.0539
H  0.9258  -2.1608  1.6226
H  -2.5472  3.0172  3.1892
H  2.8389  3.0134  4.4972
H  7.4065  3.5515  -1.2572
H  4.0141  0.5421  1.6078
H  3.7921  1.5389  4.3290
H  -3.5738  -0.9004  -2.2994
H  -3.6749  2.6256  -0.4064
O  5.4903  2.3089  -0.0391
O  -6.1426  2.0676  0.2123
H  -4.4498  3.5551  4.5294
C  -2.7359  1.5569  1.2586
H  -4.3812  1.1305  -6.1108
Si  1.0170  -4.4737  -1.2973
H  -2.5622  -4.2668  3.8200
O  0.6273  -3.0356  1.3702
H  3.1688  -0.2382  -4.7986
H  -6.2125  0.6232  -4.6220
C  7.5589  0.9505  0.8673
H  -3.1526  -0.4233  2.0875
H  2.2069  -5.0926  -1.9399
H  4.2339  2.8476  2.2837
O  -2.9784  -1.0657  -5.4202
H  -2.7945  -6.6598  -0.0171
O  2.5799  -1.0673  3.0600
O  3.8319  0.9221  -7.0967
H  -2.6418  5.2189  6.3527
H  -2.3044  1.8759  2.2091
H  -5.8940  0.4111  -2.1883
C  -2.3491  3.6783  4.0286
H  1.5239  0.7157  4.8455
H  -3.9276  -0.1047  0.5392
H  2.6195  -1.1193  -8.2966
H  -1.2426  -3.1734  3.3856
C  -5.0366  0.6615  -2.8099
S  6.6925  2.5130  0.7311
H  -0.1838  -6.3803  -0.3689
C  -1.8123  -5.2927  -1.3225
H  -2.4414  -5.8020  2.0591
H  8.2027  4.2536  0.1739
O  1.4981  1.7882  -7.0799
O  -5.6409  3.4423  2.2330
H  1.0643  -1.0413  -0.8848
S  2.4323  0.7235  -6.8154
C  -3.6091  2.6774  0.6784
H  9.5558  2.4732  -1.4433
C  9.0565  2.3288  -0.4871
H  8.1333  0.9822  1.7925
C  -3.3346  4.3931  6.1805
C  2.2075  0.1519  -5.1332
C  -4.2024  -0.5684  -3.1239
C  -2.5154  -3.6973  1.7129
H  -2.1417  3.1333  7.5543
H  2.4264  -2.3681  -6.2671
H  -3.8946  5.1945  4.2230
C  -2.6919  3.0806  6.6181
C  1.1560  -0.9454  -5.2479
H  -3.4114  2.2631  6.6485
S  1.9162  0.1257  2.5820
H  0.7418  -2.4551  -6.7685
H  9.2282  0.1570  -0.2701
H  -1.6505  4.4578  3.7316
H  -1.9517  -2.9632  1.1297
C  3.0898  1.1143  1.6483
C  2.9636  2.1096  3.9036
H  7.8627  0.6862  -1.2502
O  -0.2629  3.3241  5.6133
C  -2.6365  -5.5759  -0.0593
H  -3.6212  -5.1142  -0.1938
H  2.7200  -1.8256  0.0463
H  2.7032  1.2459  0.6415
H  -5.7572  0.2311  2.1478
H  1.1273  -1.5572  -4.3499
P  1.8143  -4.0052  0.7579
C  1.5387  -1.7704  -6.4837
H  3.8229  -2.7120  1.1244
C  3.1254  -2.8080  0.2882
C  8.4574  0.9195  -0.3652
O  -1.9757  0.6037  -3.8520
H  -1.1332  -2.0355  -0.7511
C  -0.3410  -5.7573  -1.2572
H  -4.2425  4.5951  6.7458
S  -5.2745  2.3960  1.3155
H  -4.7951  -1.4017  -3.4999
S  -1.5306  2.7063  5.3073
H  -1.8952  -4.2414  -1.6176
H  -2.8856  -2.5596  3.5408
C  -2.0862  -5.1037  1.2897
H  6.8223  0.1513  0.9089
H  -1.9112  1.3181  0.5894
H  0.1673  -0.5021  -5.3793
C  -2.2929  -3.4093  3.1965

Forces on atoms 1 to 3 (eV/Å):
-0.015 0.003 0.020
0.144 -0.039 0.010
-0.002 0.035 -0.037


# 3
The following is a quantum chemistry calculation of a cluster of 5 separate species, C31H70BClIO7P3 in total, from the OMol25 dataset.

Values from the calculation:
calculated total energy: -96785.894 eV
charge: 0
frontier orbital gap: 8.401 eV
SMILES: CCP(CC)[C@@]1(P(O)I)OC(=O)O[C@]1(B(O)O)P(O)Cl.CCCCCC.CCCCCC.CCCCCC.CCCCCC
LUMO level: 0.076 eV
highest occupied orbital energy: -8.32 eV
energy relative to the best compared isomer or geometry (same formula, charge and spin): 7.5 kcal per mole

Geometry (Å):
P  -1.4846  -0.5744  0.0443
H  1.4265  5.0947  -2.3262
B  0.7413  0.9092  -1.0845
H  0.5531  -9.7442  -0.4858
C  0.3259  -2.5214  6.3629
H  3.7797  2.2556  0.9631
C  -0.6731  1.1097  -0.3956
H  -0.0058  3.2215  -2.1289
H  0.5305  -1.3676  3.8179
H  2.4241  -2.0436  6.1363
C  -5.7215  2.0198  -7.1380
H  -5.8000  3.0773  -6.8716
H  0.6466  -9.3597  -2.2045
H  4.7459  2.1826  -1.3400
O  -2.3238  2.1223  0.7630
C  0.4164  5.3610  -2.0163
O  -1.7118  1.5537  -1.3052
H  -5.2054  1.9880  -8.1013
C  -5.6504  2.6917  -4.0982
H  -7.0656  0.3827  -7.6062
C  -0.7875  -5.4383  -0.7286
C  -2.7140  2.0559  -0.5363
H  8.7916  1.6709  1.7361
C  -1.0748  -8.5014  -1.2012
H  -1.1886  -7.8359  -3.2407
O  0.8132  0.7913  -2.4600
H  -1.3282  -8.1386  -0.2014
H  1.2954  1.5286  -2.8540
H  -0.5073  -2.8047  5.7115
H  5.2448  3.0522  1.5590
C  4.6183  2.8940  0.6792
H  0.5506  0.0709  8.6940
H  -4.5725  4.4819  -3.5237
C  0.9534  -0.8045  8.1783
C  9.0355  1.3682  -0.3739
O  -0.6714  -1.1319  1.3332
C  1.3993  -1.8293  9.2175
H  6.4484  1.1188  1.9413
H  -3.4671  4.3108  0.5840
C  -4.8692  1.2808  -6.1080
H  -0.4279  -6.0881  0.0743
C  -1.3931  -7.4316  -2.2444
H  1.1641  -0.1945  4.9751
H  -1.4116  4.2203  -1.9526
H  5.1234  0.2147  0.0968
H  1.8229  -0.4511  7.6172
H  -2.2871  -4.4995  0.5214
C  0.3806  -8.9599  -1.2239
P  -0.2576  3.9031  0.2088
C  -0.1122  -1.3318  7.2195
H  -3.6448  2.9916  -3.3569
C  -0.8537  2.1667  0.6940
O  1.3501  2.5786  2.1846
C  -2.8865  5.1947  0.3438
H  9.9121  2.0132  -0.4426
I  -1.3446  2.8644  4.0180
C  -2.2246  -5.0152  -0.4387
H  -0.9624  6.0721  0.6914
H  -0.9300  -5.4341  -2.8715
C  1.3655  -1.1500  4.4850
H  -0.1515  -4.5506  -0.7079
P  0.0141  1.6809  2.3170
H  -6.3650  0.7431  -4.6496
H  -3.8612  1.7044  -6.1123
C  6.9557  0.8439  1.0124
H  -1.7203  -9.3641  -1.3846
Cl  -0.5726  -1.6834  -1.4214
H  4.2099  3.8629  0.3895
C  5.9575  0.8830  -0.1455
C  -0.6156  -6.1244  -2.0822
H  0.5511  -2.1718  9.8136
C  -5.4235  1.2988  -4.6825
O  1.8497  0.8057  -0.2939
H  -2.8983  -5.8722  -0.3942
H  -0.4400  -0.5147  6.5701
H  7.8709  2.7864  0.7548
H  -7.6950  1.4884  -6.3822
H  -2.5920  -4.3341  -1.2091
H  9.3850  0.3365  -0.2990
H  2.1339  -1.3987  9.8989
H  6.2142  2.9384  -0.7700
H  6.4228  0.4663  -1.0430
H  0.5106  -3.3875  7.0040
H  -0.0897  5.9037  -2.8116
H  0.5283  6.0339  -1.1643
H  -2.9197  5.3810  -0.7298
H  1.8580  -2.7030  8.7522
H  -1.3014  -1.2904  2.0509
H  1.8091  -3.1927  4.9714
H  -1.4848  4.9989  1.9659
C  -7.1194  1.4315  -7.3070
H  8.4821  1.4692  -1.3085
C  -0.3792  4.1014  -1.6114
H  -6.3861  3.2382  -4.6958
C  8.1795  1.7405  0.8335
C  -1.4562  5.1154  0.8825
H  -7.6786  1.9692  -8.0739
H  -3.3913  6.0381  0.8239
H  7.2898  -0.1894  1.1486
H  -2.4663  -7.2235  -2.2213
H  -4.7563  0.2384  -6.4231
H  -4.7311  0.7538  -4.0335
C  -4.3706  3.5113  -3.9808
H  0.4486  -6.3086  -2.2537
H  -3.9154  3.6968  -4.9563
O  -3.7588  2.4158  -0.9689
H  -0.9944  -1.6266  7.7963
H  -6.0865  2.5795  -3.1027
C  1.5626  -2.2695  5.5020
H  1.9094  2.3637  2.9477
H  2.2564  -1.0215  3.8669
H  2.4528  0.1177  -0.6060
C  5.4033  2.2693  -0.4701
H  1.0654  -8.1417  -0.9968

Forces on atoms 1 to 3 (eV/Å):
-0.320 0.036 -0.029
-0.006 0.070 -0.079
0.102 0.006 -0.558


# 4
The following is a quantum chemistry calculation of a cluster of 6 separate species, C31H70FN7O2 in total, from the OMol25 dataset.

Values from the calculation:
calculated total energy: -50485.815 eV
charge: +4
frontier orbital gap: 10.104 eV
LUMO level: -8.653 eV
highest occupied orbital energy: -18.76 eV
energy relative to the best compared isomer or geometry (same formula, charge and spin): 29.3 kcal per mole

Geometry (Å):
H  -4.7483  -2.9229  -0.0382
H  -3.1502  -3.7372  0.3621
H  -4.2417  -0.2853  2.5437
C  -5.5389  2.3184  -3.6045
H  0.7270  -2.9574  7.1199
H  -0.1032  5.2918  -0.0424
H  -2.0081  0.0752  -4.9552
H  -2.6147  3.0071  -3.6531
H  -0.6599  -2.1019  -3.6055
H  -1.7518  1.9010  -0.4467
H  1.7080  -4.2261  6.3691
H  -4.7876  4.3452  -3.4299
H  -5.2802  -0.8920  1.2841
H  -1.8979  -0.9725  2.3691
C  0.0579  -0.4795  -6.5530
C  0.4284  2.3158  0.0631
H  5.4658  -1.6226  -2.0993
C  5.6443  -0.2535  2.9572
H  -4.2884  -3.6803  1.6757
H  -0.4948  0.3261  3.0137
C  2.0800  -2.5216  4.1896
C  4.5486  -0.9562  -0.3871
H  -0.2600  -2.8184  2.3716
C  0.9505  -3.4650  6.1816
C  -0.4959  -2.0628  -4.6824
H  -2.3569  -1.2097  -0.4068
C  -2.2275  -2.0045  2.2491
H  -0.5172  5.2507  -2.6760
H  -2.8439  0.1447  0.6495
N  -3.5349  -1.8631  1.3086
H  -0.6385  1.2785  -4.9606
H  2.6201  -0.4756  -2.6837
H  -5.4435  1.3979  -3.0285
H  -1.1253  0.3923  -3.4565
H  6.4316  -2.1248  -0.6725
C  0.5107  0.5899  3.3414
H  -5.1658  2.1383  -4.6127
O  -0.7544  -3.0955  0.5543
H  1.9588  -2.0259  -3.0126
N  1.0323  -0.6322  3.9380
H  1.1554  0.8146  2.4916
C  5.8671  -1.3145  -1.1338
C  4.5003  0.7645  1.2468
C  1.4883  -0.4153  -4.4614
H  -4.0823  -0.6616  -0.3181
N  -1.0397  3.7369  -1.2405
C  -0.1511  4.2817  -2.3366
H  -0.5743  3.2509  1.9048
H  3.8417  -0.2942  -0.8873
H  1.0105  3.9088  1.1102
H  6.4832  -0.4170  -1.1887
H  -2.9868  2.0117  -2.4594
O  0.8065  -0.4491  -2.1285
H  0.3195  -2.6916  -5.0398
H  4.0191  -1.9089  -0.3816
C  5.5791  -1.1007  1.7974
H  1.2645  2.6059  -0.5733
C  0.4369  -1.3321  4.9399
H  -0.9382  -0.1997  -6.8960
H  5.4155  2.0751  4.2489
C  -0.8137  2.2762  -0.8554
C  -4.7160  3.3905  -2.9087
H  -0.2156  3.6249  -3.2041
H  0.4934  1.3265  4.1447
H  6.0271  -0.2501  3.9671
H  5.9538  -2.0983  1.6218
C  1.9743  -1.4034  3.3255
H  -2.6075  -2.1924  3.2533
H  -1.5642  4.8007  0.6758
H  0.9129  4.4468  -2.1670
H  0.6414  1.3048  0.4103
H  -1.1655  -4.0256  5.6602
H  0.3342  -1.3737  -7.1117
C  -3.1501  -0.8121  0.2264
C  4.9293  2.1591  3.2770
H  2.3691  -1.1498  2.3528
N  4.7344  -0.5505  0.9153
H  -3.0383  3.8297  -0.7187
C  0.0269  3.4484  1.0173
H  1.5560  0.6725  -4.4485
H  1.0134  -0.7857  -1.2536
H  -1.3858  -2.3007  -5.2651
H  -5.0040  -2.0602  2.7201
H  -0.0042  -2.4979  0.5133
C  -4.0282  -3.2059  0.7295
N  1.1261  -2.5233  5.1614
H  -0.6840  1.6450  -1.7346
F  1.2074  -1.2104  0.3537
H  -1.4671  -4.0464  2.2247
H  -0.3379  -0.9043  5.5589
N  5.0225  0.9172  2.5503
H  -2.6019  5.0408  -1.9375
C  1.7105  -0.9648  -3.0322
C  -1.1870  -3.0610  1.8521
C  -1.0389  0.3549  -4.5424
C  -3.1664  3.0562  -2.7143
H  3.9510  1.5146  0.6972
H  2.6371  -3.4426  4.1014
C  -2.5170  3.9895  -1.6626
H  -6.6009  2.5613  -3.5677
N  0.0402  -0.6933  -5.0275
C  -4.6762  -1.1989  2.1380
H  3.8984  2.5117  3.2441
H  -0.3585  -4.8982  6.9042
H  0.6780  0.4028  -6.7113
H  -0.1944  -5.2663  5.2889
C  -0.1838  -4.4001  5.9505
C  -0.7162  4.4047  0.1170
H  -5.2136  3.4873  -1.9437
H  5.4479  2.9168  2.6895
H  2.3019  -0.8190  -5.0641

Forces on atoms 1 to 3 (eV/Å):
-0.309 -0.723 0.387
-0.207 0.164 -0.456
-0.298 -0.428 0.782


Question: Which of these has the highest calculated total energy?
Answer: C31H70FN7O2